Computed, not measured: C3H3LaO2 as an isolated structure in a non-equilibrium geometry, with ωB97M-V/def2-TZVPD.

relative energy (zero: lowest compared OMol25 entry of this formula, charge and spin)	333.8	kJ/mol
HOMO level (alpha / beta)	-6.7180 / -6.7173	eV

Element x y z (Å)
H 1.06 2.63 0.52
C 0.01 0.84 0.55
La -0.29 -4.39 -1.23
O -1.17 -1.79 -1.26
H -0.94 1.32 0.83
C -1.15 -0.60 -0.89
C 1.12 1.58 0.22
H 1.50 0.86 1.18
O -0.15 -0.43 0.08

Atomic partial charges in e from the Löwdin method, atoms 1 to 4:
1. H 0.023
2. C -0.308
3. La 0.963
4. O -0.431

Computed, not measured: C3H3Li2O3 as an isolated structure in a non-equilibrium geometry, with ωB97M-V/def2-TZVPD.

relative energy (zero: lowest compared OMol25 entry of this formula, charge and spin)	25.9	kJ/mol
2S+1	2
HOMO level (alpha / beta)	-4.9058 / -8.1973	eV
<S²>	0.7536

Element x y z (Å)
C 0.84 -0.01 -0.21
H 1.32 -0.44 -2.34
O -0.52 0.62 -0.11
O -0.71 0.45 2.03
C -0.92 1.20 1.04
Li -1.80 1.79 2.77
H 1.56 0.81 -0.22
C 0.83 -0.84 -1.44
Li -1.55 -1.18 -0.63
H 1.03 -0.63 0.68
O -0.09 -1.77 -1.57

Atomic partial charges in e from the Löwdin method, atoms 1 to 4:
1. C -0.198
2. H 0.080
3. O -0.231
4. O -0.229

Computed, not measured: C3H3LiNaO3 as an isolated structure, with ωB97M-V/def2-TZVPD.

relative energy (zero: lowest compared OMol25 entry of this formula, charge and spin)	168.9	kJ/mol
2S+1	2
HOMO level (alpha / beta)	-6.0829 / -6.0839	eV
<S²>	0.7599

Element x y z (Å)
C 0.09 1.54 0.47
O 1.14 -0.48 1.10
C 1.32 -1.93 0.98
H -0.29 -0.44 -0.40
O 0.28 -2.57 0.99
O -0.71 2.18 -0.24
H 0.69 2.05 1.25
Na -2.23 1.87 -1.85
Li 1.68 -3.93 0.80
C 0.28 0.14 0.33
H -2.90 0.41 -3.18

Atomic partial charges in e from the Löwdin method, atoms 1 to 4:
1. C -0.239
2. O -0.070
3. C -0.331
4. H 0.133

Computed, not measured: C3H3LiNdO4 as an isolated structure in a non-equilibrium geometry, with ωB97M-V/def2-TZVPD.

relative energy (zero: lowest compared OMol25 entry of this formula, charge and spin)	0.0	kJ/mol
net charge	+2
2S+1	5
HOMO level (alpha / beta)	-17.1411 / -17.1604	eV
<S²>	6.0031

Element x y z (Å)
Li 2.29 0.37 0.93
C -0.75 -0.38 -0.92
H -1.04 0.42 -1.62
O -0.53 2.21 0.48
Nd -1.24 -0.57 3.06
O -0.83 0.03 0.42
H -1.43 -1.24 -1.01
O 1.57 -0.78 -0.48
H 0.73 -1.40 -2.20
O 0.65 1.00 1.82
C 0.65 -0.81 -1.27
C -0.08 1.14 0.80

Atomic partial charges in e from the Löwdin method, atoms 1 to 4:
1. Li 0.835
2. C -0.102
3. H 0.171
4. O 0.166

Computed, not measured: C3H3LiO3Sm as an isolated structure in a non-equilibrium geometry, with ωB97M-V/def2-TZVPD.

net charge	+1
2S+1	8
HOMO level (alpha / beta)	-8.5985 / -8.4323	eV
<S²>	15.7745

Element x y z (Å)
C -1.99 -0.49 0.09
Li -5.90 1.05 -0.63
H -1.72 -0.56 -0.97
H -5.33 0.02 0.97
C -3.36 0.09 0.24
O 0.58 -1.03 0.14
C 0.23 0.02 0.75
O -4.00 0.71 -0.59
Sm 3.04 -0.22 1.04
O -1.04 0.35 0.79
H -2.00 -1.50 0.52

Atomic partial charges in e from the Löwdin method, atoms 1 to 4:
1. C -0.169
2. Li 0.606
3. H 0.129
4. H -0.063

Computed, not measured: C3H3LiO3Tm as an isolated structure in a non-equilibrium geometry, with ωB97M-V/def2-TZVPD.

relative energy (zero: lowest compared OMol25 entry of this formula, charge and spin)	56.7	kJ/mol
net charge	+4
2S+1	4
HOMO level (alpha / beta)	-24.6130 / -27.0508	eV
<S²>	3.7554

Element x y z (Å)
O -0.39 -0.79 0.77
H 2.23 1.09 1.06
Tm -4.24 -0.68 -1.23
C 1.78 0.18 0.67
Li 0.04 0.99 -2.93
O 0.04 0.30 -1.15
C 0.67 -0.35 1.39
O -2.06 -0.03 -0.48
H 0.48 -0.09 2.43
C -0.84 -0.20 -0.45
H 2.29 -0.42 -0.09

Atomic partial charges in e from the Löwdin method, atoms 1 to 4:
1. O 0.144
2. H 0.151
3. Tm 2.665
4. C 0.331

Computed, not measured: C3H3LiO3Yb as an isolated structure in a non-equilibrium geometry, with ωB97M-V/def2-TZVPD.

net charge	+4
2S+1	3
HOMO level (alpha / beta)	-25.2062 / -25.9134	eV
<S²>	2.0040

Element x y z (Å)
O 0.84 -0.68 -0.29
Yb -1.43 -1.19 -4.37
C -0.71 0.31 0.94
C 0.67 -0.20 0.92
H -1.35 -0.24 1.66
Li 2.22 -0.44 2.44
H -0.74 1.38 1.19
O -1.20 0.10 -0.40
O -0.32 -0.87 -2.22
C -0.29 -0.47 -1.08
H 2.31 2.30 1.21

Atomic partial charges in e from the Löwdin method, atoms 1 to 4:
1. O 0.256
2. Yb 1.946
3. C 0.041
4. C 0.264

Computed, not measured: an isolated ion of composition C3H3N2O and charge -1 in a non-equilibrium geometry, with ωB97M-V/def2-TZVPD.

relative energy (zero: lowest compared OMol25 entry of this formula, charge and spin)	68.9	kJ/mol
net charge	-1
HOMO level	-2.3882	eV

Element x y z (Å)
N 0.96 0.86 -2.62
N -0.88 0.62 1.66
C 0.98 -0.22 -0.33
O -2.15 0.43 1.71
H 2.05 -0.44 0.06
H -1.05 -0.21 -0.38
C 0.90 0.45 -1.54
H -0.51 -1.21 0.95
C -0.30 -0.28 0.48

Atomic partial charges in e from the Löwdin method, atoms 1 to 4:
1. N 0.006
2. N -0.027
3. C -0.262
4. O -0.151

Computed, not measured: an isolated ion of composition C3H3N2O and charge +1 in a non-equilibrium geometry, with ωB97M-V/def2-TZVPD.

relative energy (zero: lowest compared OMol25 entry of this formula, charge and spin)	401.0	kJ/mol
structure (SMILES)	O=[N+]1C=CC=N1
net charge	+1
HOMO level	-16.9683	eV

Element x y z (Å)
C 0.56 -1.21 0.03
N -0.30 -1.91 0.64
O -2.37 -1.53 1.43
H -1.86 0.90 0.59
H 1.40 -1.65 -0.33
H 0.61 1.07 -0.61
N -1.38 -1.11 0.96
C -1.10 0.24 0.44
C 0.11 0.18 -0.10

Atomic partial charges in e from the Löwdin method, atoms 1 to 4:
1. C 0.027
2. N 0.178
3. O 0.345
4. H 0.120

Computed, not measured: C3H3N2O2 as an isolated structure in a non-equilibrium geometry, with ωB97M-V/def2-TZVPD.

relative energy (zero: lowest compared OMol25 entry of this formula, charge and spin)	355.0	kJ/mol
net charge	-1
HOMO level	-2.1057	eV

Element x y z (Å)
N 0.12 -0.14 -1.15
H -0.45 -0.73 1.76
C -0.35 -0.54 0.71
O -2.18 -2.99 -0.99
H 0.12 1.62 0.13
O -1.90 -1.23 -2.38
C 0.09 0.61 0.06
N -0.10 -1.32 -0.47
H 0.92 -0.30 -1.76
C -1.86 -2.08 -1.58

Atomic partial charges in e from the Löwdin method, atoms 1 to 4:
1. N -0.164
2. H 0.038
3. C -0.219
4. O 0.116